Formula: C32H40Cl45NO4
Source: the OMol25 dataset
Level of theory: wB97M-V/def2-TZVPD

Atoms and positions in Å:
C  -4.288  -2.543  0.236
C  -3.086  -1.958  -0.506
C  -2.095  -1.204  0.349
C  -3.019  -2.115  -1.834
C  -1.773  -2.202  -2.713
C  -0.624  -3.108  -2.192
C  0.607  -2.360  -1.636
C  1.469  -3.425  -0.892
C  1.522  -1.735  -2.690
C  1.134  -0.365  -3.277
C  0.701  0.706  -2.319
C  0.344  1.975  -2.618
C  0.441  2.744  -3.899
C  -0.047  2.107  -5.202
C  -1.569  2.217  -5.306
N  -2.113  1.660  -6.462
O  -2.246  2.739  -4.451
C  -0.336  2.460  -1.376
O  -1.415  2.966  -1.392
O  0.220  1.886  -0.266
C  0.803  0.742  -0.827
O  1.549  0.106  -0.148
H  -4.967  -1.721  0.510
H  -4.784  -3.256  -0.412
H  -3.945  -3.004  1.187
H  -1.474  -0.591  -0.305
H  -1.419  -1.895  0.867
H  -2.609  -0.600  1.097
H  -3.970  -2.146  -2.365
H  -1.449  -1.181  -2.956
H  -2.113  -2.640  -3.655
H  -1.044  -3.684  -1.363
H  -0.341  -3.847  -2.949
H  0.235  -1.725  -0.840
H  2.087  -2.911  -0.150
H  0.833  -4.147  -0.403
H  2.107  -3.969  -1.595
H  1.601  -2.452  -3.514
H  2.529  -1.628  -2.272
H  0.220  -0.564  -3.853
H  1.857  0.008  -4.005
H  1.532  2.833  -4.030
H  0.111  3.773  -3.758
H  0.375  2.703  -6.020
H  0.302  1.086  -5.339
H  -3.097  1.890  -6.531
H  -1.593  2.019  -7.256
C  2.903  -0.531  2.935
Cl  3.379  -0.136  4.595
Cl  4.152  -1.472  2.120
Cl  1.377  -1.422  2.912
H  2.767  0.389  2.392
C  -0.987  0.947  -10.575
Cl  -1.785  1.715  -11.944
Cl  -0.217  2.162  -9.542
Cl  -2.127  -0.025  -9.648
H  -0.214  0.293  -10.955
C  4.227  3.594  4.029
Cl  5.600  4.234  3.125
Cl  3.211  2.582  2.999
Cl  4.768  2.662  5.426
H  3.635  4.428  4.382
C  7.651  0.756  7.264
Cl  8.926  0.897  8.474
Cl  7.542  -0.887  6.643
Cl  6.098  1.269  7.931
H  7.895  1.410  6.436
C  4.930  -4.354  6.593
Cl  6.058  -3.883  7.866
Cl  4.586  -2.985  5.529
Cl  5.567  -5.719  5.676
H  4.003  -4.661  7.058
C  -0.522  3.137  4.085
Cl  -0.818  1.862  5.268
Cl  -0.166  2.455  2.500
Cl  -1.910  4.219  3.930
H  0.328  3.717  4.418
C  1.174  7.168  -3.375
Cl  1.764  6.929  -5.023
Cl  1.122  5.631  -2.508
Cl  2.175  8.335  -2.517
H  0.166  7.558  -3.429
C  -3.480  4.156  -2.300
Cl  -3.887  4.827  -3.876
Cl  -3.050  5.443  -1.164
Cl  -4.817  3.185  -1.666
H  -2.608  3.497  -2.425
C  -3.177  7.670  1.752
Cl  -4.361  6.689  2.619
Cl  -3.442  9.388  2.051
Cl  -1.537  7.187  2.185
H  -3.304  7.489  0.693
C  -6.264  2.264  1.635
Cl  -5.170  2.559  2.985
Cl  -6.214  0.568  1.145
Cl  -7.912  2.748  2.043
H  -5.933  2.866  0.799
C  -7.997  6.068  -1.783
Cl  -6.995  6.579  -0.423
Cl  -7.776  4.349  -2.105
Cl  -9.698  6.436  -1.479
H  -7.683  6.619  -2.659
C  3.872  -5.448  1.068
Cl  4.767  -6.969  1.022
Cl  2.153  -5.724  0.752
Cl  4.100  -4.637  2.615
H  4.258  -4.803  0.288
C  -3.885  -4.610  3.066
Cl  -5.171  -4.160  4.183
Cl  -4.507  -4.668  1.408
Cl  -2.517  -3.498  3.218
H  -3.536  -5.595  3.330
C  0.140  -6.583  4.576
Cl  1.019  -8.108  4.593
Cl  -1.502  -6.821  3.970
Cl  0.101  -5.858  6.185
H  0.650  -5.902  3.909
C  8.233  -8.726  2.437
Cl  7.105  -8.271  3.715
Cl  7.395  -8.886  0.891
Cl  9.546  -7.554  2.316
H  8.659  -9.687  2.690

Its LUMO energy is -0.719 eV. The calculation puts the orbital gap at 7.43 eV. The charge is 0. The calculation puts the strongest force on any atom at 5.39 eV Å⁻¹. As for the spin multiplicity: 1.